Density functional theory data (ωB97M-V/def2-TZVPD) for a structure of composition C13H27CuN2OPS in a non-equilibrium geometry.

Computed properties:
- Total energy: -3076.15495 hartree
- 2S+1: 1
- Net charge: +1
- Largest force on an atom: 1.11 eV Å⁻¹
- E_LUMO: -1.91 eV
- Highest occupied orbital energy: -11.5 eV

Each line ends with the Löwdin charge.
Positions of all 46 atoms, in Å:
Cu1 0.47928 0.27203 -0.41601  0.213
O1 -0.45362 -1.56937 -0.64951  -0.607
S1 -1.41882 -2.06417 0.38789  0.970
C1 -2.08512 -3.66817 -0.23061  -0.291
C2 -1.21322 -4.77827 0.32799  -0.231
C3 -0.85492 -4.34417 1.74619  -0.233
C4 -0.34272 -2.92097 1.62379  -0.289
H1 -2.12862 -3.63327 -1.31691  0.101
H2 -3.09302 -3.72447 0.18209  0.094
H3 -0.30632 -4.89117 -0.26741  0.119
H4 -1.74672 -5.72777 0.32199  0.121
H5 -0.10002 -4.99097 2.19219  0.122
H6 -1.74182 -4.37467 2.38079  0.119
H7 0.65688 -2.88077 1.19259  0.094
H8 -0.37032 -2.35397 2.55149  0.091
N1 4.13458 -1.47227 -1.06901  0.082
C5 4.60058 -0.46217 -0.27851  -0.068
C6 3.50828 0.27143 0.08019  -0.117
N2 2.39588 -0.28647 -0.47851  -0.020
C7 2.80368 -1.32947 -1.16771  -0.159
H9 4.68728 -2.19237 -1.50791  0.167
H10 5.63728 -0.34667 -0.03881  0.119
H11 3.45358 1.14523 0.69869  0.106
H12 2.16338 -1.97817 -1.72861  0.132
C8 -3.44262 1.37933 0.30319  -0.153
C9 -2.61462 2.10533 -0.75021  -0.388
P1 -0.80212 2.12773 -0.36341  0.935
C10 -0.20402 3.39133 -1.58241  -0.375
C11 1.07458 2.92203 -2.26851  -0.169
C12 -0.70992 3.04223 1.23529  -0.391
C13 0.72198 3.03783 1.76139  -0.160
H13 -4.45922 1.23463 -0.05691  0.077
H14 -3.49712 1.95983 1.21929  0.065
H15 -3.00972 0.40223 0.52849  0.030
H16 -2.97012 3.13303 -0.87401  0.090
H17 -2.70802 1.59303 -1.71331  0.084
H18 -0.03462 4.33773 -1.06271  0.085
H19 -0.98362 3.54933 -2.33221  0.082
H20 1.88348 2.81533 -1.54751  0.055
H21 1.38368 3.62623 -3.03831  0.076
H22 0.90918 1.95103 -2.73331  0.059
H23 -1.36082 2.54103 1.95569  0.077
H24 -1.07882 4.06183 1.09559  0.091
H25 1.03458 2.01103 1.95059  0.052
H26 0.78908 3.60073 2.69059  0.078
H27 1.41328 3.47823 1.04639  0.065